This record from OMol25 describes a structure of composition C15H14F6N2O5PdSSb. The level of theory is the ωB97M-V functional and the def2-TZVPD basis.

The expectation value of S² is 0.76. The highest occupied orbital energy (spin up / spin down) comes out at -9.2912 / -9.3005 eV. For the energy, the calculation gives -66160.5059 eV. The value obtained for the orbital gap (spin up / spin down) is 6.80 / 6.81 eV. Its energy relative to the best compared isomer or geometry (same formula, charge and spin) is 29.3 kcal/mol. As for the multiplicity: 2.

Cartesian coordinates (Å):
Pd 0.0384 -0.0545 -0.3030
O -3.0391 2.2293 -1.4835
C -2.4556 1.4282 -0.8106
O -1.2139 1.0899 -1.2170
C -3.0379 0.6667 0.3669
C -2.8240 -0.8320 0.1163
C -3.6619 -1.6995 1.0370
C -2.9720 -1.4723 2.3997
C -1.8174 -0.5487 2.0357
O -1.4874 -1.0149 0.6809
C -2.2734 0.8746 1.7335
C -1.0758 1.8288 1.5831
O -1.1904 3.0249 1.6989
O 0.0803 1.2362 1.3683
H -4.0917 0.9242 0.4394
H -2.8075 -1.1295 -0.9279
H -3.5904 -2.7413 0.7318
H -4.7090 -1.4021 1.0183
H -2.6052 -2.4079 2.8142
H -3.6218 -0.9978 3.1340
H -0.9323 -0.6213 2.6582
H -2.9345 1.2781 2.4976
N 1.2622 -0.6254 -3.1595
C 2.0246 0.0913 -2.3333
N 1.5371 0.8248 -1.3410
C 2.5576 1.5773 -0.7136
C 2.3914 2.5652 0.2485
C 3.5212 3.2143 0.7165
C 4.7926 2.9078 0.2375
C 4.9603 1.9532 -0.7500
C 3.8285 1.3066 -1.2192
S 3.7399 0.1571 -2.5312
H 0.2781 -0.7215 -2.9558
H 1.6728 -1.3961 -3.6622
H 1.4089 2.8083 0.6195
H 3.4052 3.9831 1.4681
H 5.6560 3.4315 0.6239
H 5.9377 1.7349 -1.1577
F -0.6173 -2.0139 -1.5704
Sb 0.4594 -3.4447 -0.7960
F -0.3990 -3.4726 0.8724
F -0.7853 -4.6666 -1.4660
F 1.7509 -4.6398 -0.1736
F 1.4224 -3.3762 -2.4200
F 1.4173 -1.8579 -0.1091

Now the natural (NBO) charges, all in e: atom 1 (Pd): 1.432, atom 2 (O): -0.534, atom 3 (C): 0.773, atom 4 (O): -0.651, atom 5 (C): -0.348, atom 6 (C): 0.092, atom 7 (C): -0.433, atom 8 (C): -0.424, atom 9 (C): 0.102, atom 10 (O): -0.525, atom 11 (C): -0.363, atom 12 (C): 0.768, atom 13 (O): -0.574, atom 14 (O): -0.729, atom 15 (H): 0.256, atom 16 (H): 0.246, atom 17 (H): 0.238, atom 18 (H): 0.227, atom 19 (H): 0.237, atom 20 (H): 0.223, atom 21 (H): 0.246, atom 22 (H): 0.255, atom 23 (N): -0.749, atom 24 (C): 0.310, atom 25 (N): -0.532, atom 26 (C): 0.186, atom 27 (C): -0.220, atom 28 (C): -0.195, atom 29 (C): -0.204, atom 30 (C): -0.204, atom 31 (C): -0.242, atom 32 (S): 0.422, atom 33 (H): 0.430, atom 34 (H): 0.428, atom 35 (H): 0.271, atom 36 (H): 0.225, atom 37 (H): 0.222, atom 38 (H): 0.225, atom 39 (F): -0.711, atom 40 (Sb): 3.175, atom 41 (F): -0.665, atom 42 (F): -0.660, atom 43 (F): -0.654, atom 44 (F): -0.681, atom 45 (F): -0.691

This record from OMol25 describes a structure of composition C42H37HfN7O6PS. The level of theory is the ωB97M-V functional and the def2-TZVPD basis.

The charge is +1. The highest occupied orbital energy comes out at -10.4746 eV. For the energy, the calculation gives -88303.5481 eV. The value obtained for the orbital gap is 7.93 eV. Its energy relative to the best compared isomer or geometry (same formula, charge and spin) is 0.0 kcal/mol. As for the multiplicity: 1.

Cartesian coordinates (Å):
Hf -0.8696 0.3824 0.4916
N -5.0539 1.9984 0.4322
C -3.7344 1.8108 0.6494
S -2.7133 1.6486 -0.7613
N -3.3367 1.8256 1.8899
N -1.9911 1.5698 2.0440
C -1.5471 1.7815 3.2359
C -0.1846 1.6193 3.6942
C 0.0667 1.7611 5.0659
C 1.3437 1.6531 5.5762
C 2.4065 1.4283 4.7057
C 2.1909 1.2955 3.3449
C 0.8948 1.3689 2.8260
O 0.6918 1.1947 1.5245
H -5.4322 1.8231 -0.4799
H -5.6689 1.9487 1.2276
H -2.2773 2.1227 3.9673
H -0.7678 1.9532 5.7301
H 1.5190 1.7539 6.6379
H 3.4152 1.3616 5.0932
H 3.0150 1.1449 2.6566
O -2.8379 -4.4163 3.7212
C -1.5541 -4.2582 4.0033
O -0.9335 -5.0425 4.6716
C -0.8616 -3.0967 3.3763
C 0.4664 -2.7800 3.5888
N 0.7545 -1.7228 2.8176
N -0.3134 -1.3165 2.1167
C -1.2979 -2.1410 2.4526
C -2.6018 -1.8497 1.7857
O -3.6328 -2.4044 2.1165
O -2.4660 -0.9580 0.8628
H -3.1885 -3.7232 3.1085
H 1.1980 -3.2502 4.2250
H 1.6009 -1.1741 2.8035
C 2.1659 5.2473 -2.3744
N 2.0273 3.8066 -2.2874
N 1.0387 3.2228 -1.5339
C 1.0748 1.8815 -1.7340
O 0.2662 1.0823 -1.1610
C 2.1104 1.6231 -2.6484
C 2.6637 2.8425 -2.9750
C 3.7708 3.1537 -3.9199
C 0.1502 3.9698 -0.6946
C -0.9904 4.5319 -1.2459
C -1.8611 5.2282 -0.4232
C -1.5893 5.3446 0.9330
C -0.4407 4.7811 1.4723
C 0.4424 4.0917 0.6555
H 2.0157 5.6861 -1.3916
H 1.4487 5.6736 -3.0760
H 3.1765 5.4677 -2.7051
H 2.4048 0.6519 -3.0078
H 4.1339 2.2317 -4.3662
H 4.6050 3.6371 -3.4099
H 3.4317 3.8126 -4.7202
H -1.2033 4.3983 -2.2990
H -2.7618 5.6612 -0.8365
H -2.2796 5.8770 1.5738
H -0.2295 4.8778 2.5295
H 1.3386 3.6350 1.0535
C 4.3131 -1.7637 -2.0428
C 3.7968 -1.2030 -0.8827
C 2.4301 -1.2381 -0.6490
C 1.5689 -1.8507 -1.5576
C 2.0948 -2.4063 -2.7213
C 3.4608 -2.3587 -2.9634
P -0.2089 -1.8911 -1.1707
C -1.0460 -2.0132 -2.7747
C -1.2865 -3.2467 -3.3793
C -1.8847 -3.3054 -4.6289
C -2.2464 -2.1357 -5.2825
C -2.0108 -0.9056 -4.6856
C -1.4132 -0.8423 -3.4360
C -0.4794 -3.4950 -0.3688
C 0.5696 -4.2162 0.1965
C 0.3079 -5.3637 0.9339
C -0.9975 -5.7976 1.1119
C -2.0459 -5.0881 0.5397
C -1.7906 -3.9416 -0.1962
H 5.3784 -1.7360 -2.2319
H 4.4567 -0.7275 -0.1681
H 2.0329 -0.7617 0.2421
H 1.4363 -2.8714 -3.4445
H 3.8605 -2.7940 -3.8702
H -1.0154 -4.1635 -2.8707
H -2.0712 -4.2669 -5.0888
H -2.7170 -2.1835 -6.2558
H -2.3024 0.0073 -5.1885
H -1.2372 0.1198 -2.9732
H 1.5941 -3.8910 0.0608
H 1.1275 -5.9171 1.3742
H -1.1996 -6.6805 1.7039
H -3.0671 -5.4170 0.6811
H -2.6172 -3.3841 -0.6226

Now the Mulliken charges, all in e: atom 1 (Hf): 0.784, atom 2 (N): -0.466, atom 3 (C): 0.933, atom 4 (S): -0.636, atom 5 (N): -1.651, atom 6 (N): 0.946, atom 7 (C): -0.830, atom 8 (C): 1.433, atom 9 (C): -0.969, atom 10 (C): -0.985, atom 11 (C): -0.673, atom 12 (C): -0.649, atom 13 (C): -0.297, atom 14 (O): 0.430, atom 15 (H): 0.239, atom 16 (H): 0.235, atom 17 (H): 0.445, atom 18 (H): 0.488, atom 19 (H): 0.440, atom 20 (H): 0.502, atom 21 (H): 0.565, atom 22 (O): -0.573, atom 23 (C): 0.268, atom 24 (O): -0.606, atom 25 (C): 0.405, atom 26 (C): -0.750, atom 27 (N): -0.077, atom 28 (N): 0.770, atom 29 (C): -0.183, atom 30 (C): 0.566, atom 31 (O): -0.832, atom 32 (O): -0.386, atom 33 (H): 0.396, atom 34 (H): 0.559, atom 35 (H): 0.038, atom 36 (C): -0.907, atom 37 (N): -0.242, atom 38 (N): 1.293, atom 39 (C): 0.094, atom 40 (O): 0.956, atom 41 (C): -0.684, atom 42 (C): 0.071, atom 43 (C): -1.819, atom 44 (C): -1.371, atom 45 (C): 0.102, atom 46 (C): -0.758, atom 47 (C): -0.463, atom 48 (C): -0.696, atom 49 (C): 0.358, atom 50 (H): 0.362, atom 51 (H): 0.290, atom 52 (H): 0.403, atom 53 (H): 0.485, atom 54 (H): 0.410, atom 55 (H): 0.388, atom 56 (H): 0.370, atom 57 (H): 0.494, atom 58 (H): 0.442, atom 59 (H): 0.441, atom 60 (H): 0.479, atom 61 (H): 0.542, atom 62 (C): -0.848, atom 63 (C): -0.546, atom 64 (C): 0.120, atom 65 (C): 0.086, atom 66 (C): -0.664, atom 67 (C): -0.694, atom 68 (P): 2.279, atom 69 (C): 0.082, atom 70 (C): -0.338, atom 71 (C): -0.844, atom 72 (C): -0.597, atom 73 (C): -0.978, atom 74 (C): -0.115, atom 75 (C): 0.378, atom 76 (C): -0.712, atom 77 (C): -0.909, atom 78 (C): -0.477, atom 79 (C): -0.727, atom 80 (C): -0.604, atom 81 (H): 0.397, atom 82 (H): 0.497, atom 83 (H): 0.243, atom 84 (H): 0.430, atom 85 (H): 0.450, atom 86 (H): 0.498, atom 87 (H): 0.445, atom 88 (H): 0.411, atom 89 (H): 0.475, atom 90 (H): 0.167, atom 91 (H): 0.395, atom 92 (H): 0.446, atom 93 (H): 0.442, atom 94 (H): 0.424, atom 95 (H): 0.468

This record from OMol25 describes the ion C6H10O with charge +1 at a distorted geometry. The level of theory is the ωB97M-V functional and the def2-TZVPD basis.

The charge is +1. The expectation value of S² is 0.78. The highest occupied orbital energy (spin up / spin down) comes out at -14.5165 / -14.7118 eV. For the energy, the calculation gives -8420.8309 eV. The value obtained for the orbital gap (spin up / spin down) is 9.21 / 7.04 eV. Its energy relative to the best compared isomer or geometry (same formula, charge and spin) is 53.6 kcal/mol. As for the multiplicity: 2.

Cartesian coordinates (Å):
C -1.7871 1.7174 -1.1300
C -1.2127 0.7437 -0.1010
C -1.3807 1.0743 1.2849
C 1.9108 -1.7007 -0.0623
O 2.6642 -1.9766 1.1331
C 0.7000 -0.7689 0.3480
C -0.2627 -0.3154 -0.4756
H -1.0265 2.4783 -1.5559
H -2.0530 1.0789 -2.0595
H -2.6448 2.2409 -0.6966
H -2.2878 1.5943 1.7432
H -0.7053 0.4592 1.9013
H 1.4238 -2.6224 -0.4104
H 2.4798 -1.0855 -0.7620
H 3.5857 -1.7533 1.0644
H 0.9215 -0.4521 1.2785
H -0.3251 -0.7122 -1.5000

Now the natural (NBO) charges, all in e: atom 1 (C): -0.690, atom 2 (C): 0.156, atom 3 (C): -0.125, atom 4 (C): -0.119, atom 5 (O): -0.712, atom 6 (C): 0.067, atom 7 (C): -0.250, atom 8 (H): 0.291, atom 9 (H): 0.260, atom 10 (H): 0.254, atom 11 (H): 0.257, atom 12 (H): 0.206, atom 13 (H): 0.225, atom 14 (H): 0.223, atom 15 (H): 0.497, atom 16 (H): 0.209, atom 17 (H): 0.251

This record from OMol25 describes a cluster of 8 separate species, H14IO7 in total at a distorted geometry. The level of theory is the ωB97M-V functional and the def2-TZVPD basis.

The charge is -1. The highest occupied orbital energy comes out at -5.7076 eV. For the energy, the calculation gives -22663.8670 eV. The value obtained for the orbital gap is 8.67 eV. Its energy relative to the best compared isomer or geometry (same formula, charge and spin) is 16.5 kcal/mol. As for the multiplicity: 1.

Cartesian coordinates (Å):
I -9.2210 -3.2420 0.3670
O -11.1040 -6.1220 -0.8880
H -11.0910 -6.5440 -1.7630
H -10.4610 -5.4500 -0.6360
O -7.3510 -4.9370 -1.9140
H -6.7150 -4.2350 -2.1090
H -7.9730 -4.4600 -1.3870
O -12.6520 -2.1740 1.4370
H -11.8220 -2.6500 1.6400
H -12.4280 -1.3720 1.0090
O -6.0540 -1.7180 1.7190
H -6.6970 -2.4020 1.5760
H -5.5740 -1.9740 2.5420
O -11.4720 -5.0420 2.6370
H -10.6790 -5.0030 2.0670
H -11.3940 -4.2820 3.1620
O -9.9310 -1.6340 -2.7940
H -9.7460 -2.2250 -2.0400
H -10.8810 -1.5910 -2.8870
O -10.5200 0.0510 0.3190
H -11.1820 -0.4430 -0.1700
H -9.9390 -0.5900 0.6860

Now the natural (NBO) charges, all in e: atom 1 (I): -0.917, atom 2 (O): -0.997, atom 3 (H): 0.477, atom 4 (H): 0.505, atom 5 (O): -0.963, atom 6 (H): 0.458, atom 7 (H): 0.479, atom 8 (O): -0.956, atom 9 (H): 0.488, atom 10 (H): 0.458, atom 11 (O): -0.951, atom 12 (H): 0.490, atom 13 (H): 0.456, atom 14 (O): -0.947, atom 15 (H): 0.487, atom 16 (H): 0.454, atom 17 (O): -0.967, atom 18 (H): 0.493, atom 19 (H): 0.458, atom 20 (O): -0.951, atom 21 (H): 0.457, atom 22 (H): 0.489

- The highest energy relative to the best compared isomer or geometry (same formula, charge and spin) belongs to which entry?
  C6H10O